# C5H7Cl2N

An isolated molecule of C5H7Cl2N (ωB97M-V with the def2-TZVPD basis set, the OMol25 dataset).

max |F|: 1.858 eV/A
DFT total energy: -1169.83207 Eh
SMILES: ClC(Cl)=C1CCNC1

Atoms and positions in Å:
Cl: 2.3353 -0.0354 0.1442
C: 0.7028 0.3837 -0.3830
Cl: 0.5862 1.5382 -1.7127
C: -0.3500 -0.1025 0.2236
C: -0.3341 -1.0399 1.3879
C: -1.8189 -1.3087 1.6968
N: -2.5107 -1.0754 0.4134
C: -1.8441 0.0888 -0.1160
H: 0.2567 -1.9795 1.1540
H: 0.1393 -0.6346 2.2776
H: -2.1530 -0.5308 2.4261
H: -2.0316 -2.3245 2.0568
H: -2.2247 -1.8484 -0.1863
H: -1.9872 0.2074 -1.2375
H: -2.2247 0.9617 0.4252